Formula: C4H7N3O
Source: the OMol25 dataset
Level of theory: wB97M-V/def2-TZVPD

```
15
Properties=species:S:1:pos:R:3:forces:R:3
C -1.35508 0.68346 -0.14798 -3.29 -5.95 0.83
C 0.07983 0.34818 0.46297 -3.55 0.28 -1.30
C 1.13994 1.29112 0.10249 -0.80 2.67 -1.35
C 2.11313 -0.90024 -0.17992 4.95 -0.99 0.49
H -4.03192 -1.54148 0.63906 1.32 4.40 -2.94
H -4.40111 0.82570 -0.06461 2.65 -4.01 -0.04
H -1.70124 1.51364 -0.99986 1.09 -2.09 2.76
H 0.12104 -0.16394 1.46357 -0.40 0.89 -1.10
H 1.53205 1.69727 1.07682 1.07 -0.45 -1.82
H 0.89592 1.92384 -0.89193 0.63 -0.48 3.17
H 1.89427 -2.03211 -0.37209 0.26 1.90 0.52
N -3.54510 -0.50192 -0.20095 -1.78 -0.74 3.11
N -2.21247 -0.47474 0.21347 1.72 6.42 -1.97
N 1.13634 -0.03572 -0.43332 -0.67 0.24 0.27
O 3.27158 -0.45892 0.08366 -3.20 -2.09 -0.63
```
Forces are in eV/Å.

Its multiplicity is 1. For the relative energy (zero: lowest compared OMol25 entry of this formula, charge and spin), the calculation gives 236.1 kcal per mole. The calculation puts the lowest unoccupied orbital energy at -1.1 eV. The highest occupied orbital energy comes out at -8.8 eV. Its charge is 0.

Formula: C2H2FFeO
Source: the OMol25 dataset
Level of theory: wB97M-V/def2-TZVPD

```
7
Properties=species:S:1:pos:R:3:forces:R:3
O 0.17658 0.52979 -0.76623 1.86 -1.60 3.19
C 0.59281 -0.00883 0.19666 -1.47 1.94 -4.30
C 1.03903 -0.55712 1.30283 2.08 -3.71 2.66
H 1.07230 0.02363 2.22499 0.00 0.09 0.21
F 1.48430 -1.81291 1.32075 -1.03 2.67 -0.28
Fe -1.42005 0.87046 -1.84022 -2.23 0.79 -2.05
H -2.94497 0.95498 -2.43879 0.78 -0.18 0.56
```
Forces are in eV/Å.

Its multiplicity is 6. For the relative energy (zero: lowest compared OMol25 entry of this formula, charge and spin), the calculation gives 64.6 kcal per mole. The calculation puts the lowest unoccupied orbital energy (alpha / beta) at -12.7 / -15.1 eV. The highest occupied orbital energy (alpha / beta) comes out at -20.5 / -20.5 eV. Its charge is +2.

Formula: C5H9N2O4P
Source: the OMol25 dataset
Level of theory: wB97M-V/def2-TZVPD

```
21
Properties=species:S:1:pos:R:3:forces:R:3
C -0.22667 1.06793 0.21441 2.09 1.82 0.65
C -0.92361 1.82295 -0.89301 0.74 -0.37 -1.15
C -1.38715 -0.95781 -0.72291 1.75 -1.45 -2.89
C -0.72664 -0.84439 1.72513 -1.54 1.23 1.05
C -0.40742 -0.43607 0.29903 1.84 -0.25 -0.98
N 3.46713 0.74570 0.83936 1.29 1.59 0.75
N 2.97198 0.86241 -0.14180 1.35 -0.27 1.82
O 0.56443 1.62014 0.98178 -1.37 -0.76 -0.84
O 1.36294 -1.99171 -1.38740 -0.99 0.74 1.08
O 2.32363 -1.26544 0.87114 0.40 -0.42 2.26
O 2.30320 0.54656 -1.05663 -1.72 0.24 -2.53
P 1.29102 -1.21262 -0.12520 -1.14 -1.41 -3.26
H -1.98800 1.86111 -0.68498 -0.19 0.08 -0.30
H -0.71119 1.24783 -1.81722 -0.68 0.01 0.42
H -0.52192 2.80094 -1.19975 -0.08 -0.12 1.17
H -1.10105 -0.80200 -1.86196 -0.12 -0.23 2.48
H -1.52192 -2.06868 -0.66241 -0.38 1.16 0.32
H -2.19317 -0.32037 -0.57874 -2.42 0.25 0.18
H 0.19493 -1.09162 2.26037 -0.57 -0.42 0.15
H -1.23815 0.00160 2.31863 0.95 -1.00 -1.00
H -1.53239 -1.58647 1.62216 0.80 -0.41 0.63
```
Forces are in eV/Å.

Its multiplicity is 1. For the relative energy (zero: lowest compared OMol25 entry of this formula, charge and spin), the calculation gives 21.9 kcal per mole. The calculation puts the lowest unoccupied orbital energy at -0.1 eV. The highest occupied orbital energy comes out at -10.4 eV. Its charge is 0.

Formula: C26H43GaN3P2
Source: the OMol25 dataset
Level of theory: wB97M-V/def2-TZVPD

```
75
Properties=species:S:1:pos:R:3:forces:R:3
Ga -0.29015 -0.41792 -5.82528 -0.90 -0.01 1.90
C -0.66990 -2.21297 1.21172 2.39 -0.45 -2.05
C 0.65219 -2.20284 0.68577 -3.16 -0.68 0.35
C 0.62838 -0.92854 2.60079 0.11 -0.29 -0.67
C -0.68503 -1.40676 2.38354 1.21 0.53 0.57
C 1.45414 -1.40691 1.55253 -0.64 1.08 1.82
C -1.81600 -2.97711 0.68267 -0.48 -0.33 -0.12
H -1.67097 -3.24363 -0.37112 -0.10 0.01 0.18
H -2.74909 -2.40407 0.77585 0.08 -0.18 -0.10
H -1.95974 -3.91582 1.24193 -0.06 0.19 -0.19
C -1.86057 -1.16841 3.24385 -0.36 0.22 0.13
H -2.78879 -1.27966 2.67004 0.10 -0.02 0.21
H -1.84159 -0.15770 3.67208 0.00 -0.23 0.05
H -1.89838 -1.88406 4.08121 0.00 0.18 -0.18
C 1.07403 -0.14136 3.77220 0.11 0.20 0.37
H 1.10061 -0.76271 4.67977 0.04 0.22 -0.11
H 0.40296 0.70089 3.97094 0.14 -0.04 0.11
H 2.08087 0.24993 3.60558 -0.10 0.05 0.15
C 2.89906 -1.14041 1.41908 0.53 0.10 -0.13
H 3.48193 -1.73063 2.14502 -0.12 0.16 -0.18
H 3.12826 -0.07994 1.60857 -0.02 -0.31 -0.01
H 3.26129 -1.39825 0.41821 0.02 0.06 0.18
C 1.14152 -2.96443 -0.47793 0.25 -0.25 -0.44
H 1.56770 -3.93409 -0.17649 -0.06 0.19 -0.11
H 1.93141 -2.41289 -1.00323 -0.14 -0.16 -0.03
H 0.33137 -3.17100 -1.18469 0.16 -0.03 0.01
C -1.55656 0.61985 -7.16580 -0.57 0.92 -0.03
C -1.63672 -0.78966 -7.32141 -0.36 -0.64 -1.01
C -0.96932 -1.45223 -8.52847 0.30 -0.33 0.01
C 0.55848 -1.20023 -8.55470 -0.03 -0.24 -0.27
C 1.15105 -0.85215 -7.17610 0.51 -0.89 -0.87
C 1.26222 0.49931 -6.72803 0.86 0.94 -0.37
C 0.78849 1.64892 -7.61136 -0.56 0.34 -0.11
C -0.70196 1.51339 -8.06273 0.36 0.51 -0.10
H -1.42940 -1.10816 -9.47428 0.04 -0.08 0.33
H 0.76782 -0.42756 -9.31447 0.24 -0.22 0.44
H -1.13703 -2.53641 -8.48233 -0.07 0.28 0.09
H -0.74876 1.21049 -9.12607 -0.11 -0.07 0.52
H -2.41147 1.15948 -6.73412 0.36 -0.52 0.09
H -2.52724 -1.31005 -6.93211 0.38 0.44 -0.15
H -1.13790 2.52684 -8.02315 0.10 -0.42 -0.12
H 0.88899 2.59494 -7.05033 0.00 -0.46 -0.12
H 2.03961 0.78405 -6.00532 -0.21 -0.40 -0.37
H 1.40826 1.76944 -8.51550 0.10 -0.17 0.29
H 1.06192 -2.12382 -8.88964 -0.18 0.45 -0.03
H 1.82181 -1.62209 -6.75957 -0.22 0.63 -0.12
P -2.02377 1.39819 -1.69851 2.17 -0.55 -0.24
P 1.21132 1.61737 -1.46918 0.43 0.38 0.90
C -1.17176 2.60294 -2.73128 -0.23 0.76 -0.20
C 0.23668 2.99725 -2.26422 0.13 -0.05 0.05
H -1.81716 3.48911 -2.76464 0.05 -0.02 -0.13
H -1.13803 2.18395 -3.74758 -0.18 -0.18 0.18
H 0.84673 3.37152 -3.09436 -0.44 0.12 0.01
H 0.14645 3.79693 -1.51754 0.09 -0.13 -0.25
C 1.87611 2.67017 -0.09803 0.01 -0.24 0.06
H 2.50724 2.02663 0.52428 -0.07 0.26 0.04
H 1.08707 3.10958 0.52382 0.39 -0.16 -0.20
H 2.48962 3.46755 -0.53694 -0.11 -0.09 0.18
C 2.78155 1.57090 -2.41149 -0.05 -0.28 -0.40
H 2.92678 2.50319 -2.96236 0.14 -0.09 0.00
H 2.76352 0.72038 -3.10414 0.18 0.27 0.05
H 3.61151 1.44266 -1.70167 -0.27 -0.05 -0.24
C -3.76398 1.45344 -1.94450 -0.80 0.12 0.26
H -4.19690 0.49984 -1.61350 0.00 0.32 0.00
H -3.93858 1.56293 -3.02433 0.09 -0.05 0.22
H -4.22849 2.29898 -1.41767 0.11 -0.27 -0.16
C -1.39460 -0.21818 -2.17923 -0.53 -0.59 0.14
H -0.98573 -0.75243 -1.30870 -0.09 0.18 -0.10
H -0.61196 -0.13874 -2.95129 -0.38 0.12 0.28
H -2.24116 -0.79563 -2.59157 0.32 0.14 0.10
N -1.56021 1.64275 -0.10913 -1.07 0.50 -0.57
C -1.32713 2.29050 0.87233 2.23 -0.49 1.99
N -0.70199 2.68326 1.90186 -2.02 -0.42 -2.40
C -1.26717 2.74583 3.10524 -0.90 0.30 2.95
N -1.67527 2.79667 4.20344 0.84 -0.11 -2.39
```
Forces are in eV/Å.

Its multiplicity is 1. For the relative energy (zero: lowest compared OMol25 entry of this formula, charge and spin), the calculation gives 0.0 kcal per mole. The calculation puts the lowest unoccupied orbital energy (alpha / beta) at -3.6 / -3.3 eV. The highest occupied orbital energy (alpha / beta) comes out at -9.2 / -9.3 eV. Its charge is +1.

Results for M: 113.1, 116.9, 192.1, 529.3 (in g mol⁻¹, following the order of the records).